Entry from the OMol25 dataset: a 5-piece molecular cluster, C38H83F4INO17P4 overall in a non-equilibrium geometry (the ωB97M-V functional and the def2-TZVPD basis).

Positions of all 148 atoms, in Å:
C: -2.89559 1.01705 -2.81412
C: -3.28285 2.24039 -3.70884
I: -1.44842 2.72486 -4.78317
C: -4.35197 1.74592 -4.71875
C: -5.66164 2.63126 -4.82453
C: -5.32216 3.99052 -5.47478
F: -6.31196 4.45854 -6.28446
F: -4.24688 3.84022 -6.30816
C: -4.96602 5.18125 -4.52601
F: -3.66508 5.22832 -4.19529
F: -5.19143 6.33051 -5.24651
C: -6.63919 1.73599 -5.68530
C: -7.70829 0.94631 -4.87601
C: -8.70204 0.38488 -5.95527
C: -7.15735 -0.34800 -4.18978
N: -8.54051 1.77756 -3.96218
O: -9.54370 2.30132 -4.58599
C: -7.76948 2.85476 -3.27951
C: -8.11848 2.74588 -1.75052
C: -8.22961 4.28274 -3.68165
C: -6.23652 2.68920 -3.37112
H: -3.72327 0.73124 -2.14933
H: -1.93224 1.14877 -2.31252
H: -2.75907 0.17680 -3.51862
H: -3.59993 3.03890 -3.03514
H: -3.94903 1.50856 -5.71075
H: -4.72402 0.78565 -4.32710
H: -5.62684 5.28199 -3.65864
H: -7.16595 2.28591 -6.47446
H: -6.03544 0.97580 -6.20457
H: -9.59488 -0.04732 -5.49521
H: -8.91189 1.10799 -6.74792
H: -8.15502 -0.45017 -6.43240
H: -7.91809 -1.13658 -4.24237
H: -6.24206 -0.69010 -4.68729
H: -6.96170 -0.17949 -3.11803
H: -9.20013 2.62650 -1.61092
H: -7.53586 1.96577 -1.24323
H: -7.86603 3.72748 -1.31546
H: -7.60807 4.98490 -3.10785
H: -8.20805 4.45087 -4.76349
H: -9.26075 4.46074 -3.35038
H: -5.99821 1.71175 -2.92285
H: -5.77684 3.42763 -2.70272
O: -1.42331 2.14102 0.92297
P: -0.83160 2.82693 2.12610
O: -1.38827 1.82931 3.30503
C: -0.74035 0.57336 3.50550
C: 0.56391 0.72960 4.26723
O: -2.00198 3.99509 2.24350
C: -2.68303 4.46032 1.07902
C: -4.03571 3.78947 0.93949
O: 0.02506 3.69454 3.26753
C: 0.93986 4.71681 2.80951
C: 0.22975 6.01610 2.47292
H: -0.57273 0.07937 2.54335
H: -1.42876 -0.04699 4.08059
H: 1.30247 1.26319 3.66432
H: 0.97867 -0.24501 4.53016
H: 0.41217 1.30912 5.17831
H: -2.07368 4.31590 0.18626
H: -2.82289 5.53826 1.19593
H: -3.95300 2.70365 0.99111
H: -4.50501 4.05989 -0.00995
H: -4.69644 4.09537 1.75263
H: 1.51163 4.35027 1.95427
H: 1.64154 4.88803 3.62619
H: -0.27373 5.94804 1.50752
H: 0.94426 6.83821 2.40863
H: -0.52496 6.25555 3.22107
O: -0.46964 -2.75744 -9.28566
P: 0.73253 -1.86214 -9.27233
O: 1.70811 -2.58925 -8.17892
C: 2.36129 -3.80570 -8.53902
C: 3.56701 -3.55634 -9.42854
O: 0.14495 -0.64395 -8.33127
C: -1.25853 -0.39251 -8.26031
C: -1.85246 -1.00559 -7.00958
O: 1.95480 -0.85274 -9.77606
C: 1.71417 -0.00927 -10.92542
C: 0.93477 1.24333 -10.56682
H: 1.65224 -4.48324 -9.02442
H: 2.68385 -4.27485 -7.60916
H: 3.25948 -3.17947 -10.40664
H: 4.13137 -4.47783 -9.58043
H: 4.22327 -2.80651 -8.98629
H: -1.76484 -0.74862 -9.15798
H: -1.39199 0.69232 -8.23055
H: -1.59558 -2.06057 -6.91221
H: -2.94127 -0.91237 -7.01317
H: -1.46379 -0.50307 -6.12119
H: 1.20364 -0.57809 -11.70581
H: 2.69491 0.27145 -11.30996
H: -0.12427 1.01990 -10.43229
H: 1.01112 1.98410 -11.36430
H: 1.29920 1.67928 -9.63741
O: 4.18863 -0.85761 2.59936
P: 5.12670 -1.85103 3.24024
O: 4.15516 -2.29821 4.49448
C: 3.08011 -3.20312 4.25193
C: 3.56609 -4.63804 4.13931
O: 6.03182 -0.72862 4.05465
C: 6.22984 0.57908 3.51731
C: 5.28432 1.57394 4.16041
O: 6.23994 -2.98460 3.76376
C: 7.41506 -3.22356 2.95422
C: 8.49404 -2.18018 3.18393
H: 2.53308 -2.90441 3.35199
H: 2.39790 -3.11404 5.09897
H: 4.17092 -4.77615 3.23999
H: 2.72241 -5.32861 4.09186
H: 4.19282 -4.90059 4.99246
H: 6.12654 0.57538 2.43189
H: 7.26188 0.86546 3.73610
H: 4.24952 1.23411 4.11213
H: 5.35573 2.54704 3.67042
H: 5.52725 1.69871 5.21726
H: 7.13772 -3.27464 1.89907
H: 7.79216 -4.20459 3.24386
H: 8.25387 -1.24903 2.66902
H: 9.45248 -2.52778 2.79529
H: 8.59918 -1.95192 4.24404
O: 5.61081 -2.26434 10.69518
P: 5.20888 -3.69396 10.49184
O: 6.54168 -4.51211 10.97380
C: 6.84382 -4.57799 12.36663
C: 5.97548 -5.59683 13.08444
O: 5.40975 -3.79822 8.86163
C: 5.31222 -2.63258 8.03743
C: 6.68490 -2.09722 7.69179
O: 4.30124 -5.08903 10.44435
C: 2.88128 -4.96936 10.20542
C: 2.55850 -4.80156 8.73081
H: 6.73938 -3.58791 12.82075
H: 7.89136 -4.86983 12.44625
H: 4.93187 -5.27469 13.10553
H: 6.31110 -5.73269 14.11383
H: 6.00550 -6.55815 12.57111
H: 4.69524 -1.86969 8.51301
H: 4.79916 -2.92779 7.11877
H: 7.30048 -1.94922 8.57973
H: 6.60352 -1.14769 7.15983
H: 7.21740 -2.80720 7.05552
H: 2.47172 -4.14392 10.79206
H: 2.42970 -5.89118 10.57293
H: 2.76284 -3.78252 8.39930
H: 1.50107 -4.99759 8.54486
H: 3.16018 -5.47304 8.11903

Results
E_tot, eV: -133173.59902
Spin multiplicity: 2
Expectation value of S²: 0.75
Orbital gap (spin up / spin down), eV: 7.52 / 7.77
HOMO (spin up / spin down), eV: -8.87 / -9.12